# 1
ORCA calculation (wB97M-V/def2-TZVPD) on a single C5H5Br2NO molecule.

```
14
Properties=species:S:1:pos:R:3:lowdin_charge:R:1
C -0.5702 0.0335 -1.3290 -0.05
C 0.7174 -0.3551 -1.1779 -0.17
C -1.5478 0.1410 -0.1859 -0.61
C 1.3424 -0.7082 0.0977 -0.59
C 0.9760 -1.1111 1.2924 0.01
N -1.5796 1.3545 0.4285 -0.39
O -2.3175 -0.7315 0.1747 0.07
Br 3.2638 -0.0901 -0.0163 0.63
Br -0.4866 2.7209 -0.0849 0.79
H -1.0754 0.4014 -2.1747 0.10
H 1.5373 -0.3762 -1.8517 0.05
H 1.6535 -1.1211 2.0277 0.02
H 0.0041 -1.3569 1.4394 0.04
H -1.9175 1.1990 1.3600 0.10
```

Computed properties:
ΔE to the lowest compared entry with this formula, charge and spin ... 114.6 kJ/mol
SMILES string ... C=C(Br)/C=C\C(=O)NBr
Orbital gap ... 9.5 eV

=====

# 2
ORCA calculation (wB97M-V/def2-TZVPD) on a molecular structure, C5H6CeO4.

```
16
Properties=species:S:1:pos:R:3:lowdin_charge:R:1
O -0.6953 0.9867 -0.0676 -0.08
O -2.3957 -0.3748 -0.4057 0.02
C -3.3404 -1.0906 0.2987 -0.19
C -4.6277 -1.0055 -0.0095 0.04
C -1.2225 -0.1038 0.1856 -0.29
H -2.9481 -1.6627 1.1437 0.13
H -1.0954 -0.5022 1.2102 0.15
H -5.3115 -1.7598 0.3745 0.06
H -5.0102 -0.2156 -0.6559 0.07
Ce 2.0009 1.4810 0.1826 1.40
O 2.0952 -0.7139 -0.9424 -0.28
O 1.9977 -0.7064 1.2423 -0.30
C 1.7312 -1.3691 0.1354 -0.79
C 0.7621 -2.3869 0.1054 -0.02
H 0.5881 -2.9747 1.0089 0.03
H 0.4988 -2.8776 -0.8336 0.04
```

Computed properties:
Orbital gap (alpha / beta) ... 5.4 / 5.5 eV
Multiplicity ... 3

=====

# 3
ORCA calculation (wB97M-V/def2-TZVPD) on a gas-phase ion, C12H13N2 (charge +1).

```
27
Properties=species:S:1:pos:R:3:lowdin_charge:R:1
C 2.7573 2.4614 -0.5702 -0.02
C 3.0016 1.3758 0.3072 -0.05
C 1.4294 2.4847 -1.0244 0.01
C 2.0535 0.4534 0.7624 -0.02
C 0.4523 1.4762 -0.6548 -0.08
C 0.7071 0.5257 0.3687 -0.20
C -2.1782 -0.6482 -0.9014 -0.12
C -1.5475 -1.7877 -0.6446 -0.05
C -1.0180 1.6109 -0.8638 -0.28
C -1.6591 2.7084 -1.4632 0.15
C -0.1705 -0.4672 0.8051 -0.02
C -0.3079 -2.7288 1.3376 0.05
N -1.8208 0.5713 -0.4869 0.13
N -0.3579 -1.7159 0.1679 -0.10
H 3.6107 2.9763 -0.9087 0.10
H 4.0084 1.1517 0.5206 0.10
H 1.0846 3.1222 -1.9424 0.15
H 2.4089 -0.3925 1.3928 0.13
H -2.9812 -0.7268 -1.6505 0.15
H -1.6841 -2.7712 -1.0332 0.12
H -2.7313 2.8213 -1.5713 0.07
H -1.0607 3.5465 -1.7924 0.06
H -0.5415 -0.4865 1.8870 0.17
H 0.6034 -3.1474 1.4439 0.05
H -0.5764 -2.2687 2.3265 0.11
H -1.1637 -3.5387 1.1413 0.16
H 0.5252 -1.8723 -0.3888 0.22
```

Computed properties:
Net charge ... +1
ΔE to the lowest compared entry with this formula, charge and spin ... 571.5 kJ/mol
Orbital gap (alpha / beta) ... 7.2 / 6.8 eV

=====

# 4
ORCA calculation (wB97M-V/def2-TZVPD) on a molecular structure, C45H38N10O3PtS.

```
98
Properties=species:S:1:pos:R:3:lowdin_charge:R:1
Pt -0.0714 -0.0369 0.3726 1.45
C -6.2856 -1.3214 -1.2607 -0.04
C -5.9863 -0.5585 -2.3989 -0.04
C -4.7187 -0.0463 -2.6133 0.01
C -3.7507 -0.3161 -1.6494 -0.12
C -2.3692 0.0554 -1.5469 -0.27
N -1.8721 -0.4518 -0.3762 -0.04
C -2.8510 -1.1405 0.2804 -0.23
N -2.7469 -1.7910 1.4594 0.22
C -1.6842 -1.8089 2.1918 -0.25
C -1.5601 -2.5483 3.4562 -0.10
C -2.4613 -3.3421 4.1333 0.02
C -2.0351 -3.9046 5.3355 -0.04
C -0.7546 -3.6716 5.8280 -0.04
C 0.1503 -2.8679 5.1367 0.01
C -0.2795 -2.3164 3.9478 -0.11
C 0.4011 -1.4334 2.9890 -0.27
N 1.6236 -1.0133 3.1309 0.21
C 2.2617 -0.2222 2.2433 -0.28
N 1.7818 0.2474 1.0521 -0.05
C 2.7464 0.9860 0.4178 -0.26
N 2.6604 1.5833 -0.7919 0.20
C 1.6027 1.5684 -1.5409 -0.28
N 0.3945 0.9536 -1.2979 -0.05
C -0.4796 1.1857 -2.3467 -0.29
N -1.7067 0.7976 -2.4644 0.21
C 0.2354 1.9873 -3.3501 -0.11
C -0.1722 2.4872 -4.5695 0.02
C 0.7559 3.2351 -5.2918 -0.04
C 2.0368 3.4678 -4.7993 -0.04
C 2.4395 2.9617 -3.5648 0.01
C 1.5160 2.2206 -2.8569 -0.11
C 3.9133 1.0081 1.2541 -0.13
C 5.1664 1.5934 1.0884 0.01
C 6.0963 1.4020 2.0941 -0.04
C 5.7924 0.6467 3.2388 -0.04
C 4.5503 0.0619 3.4076 0.00
C 3.6099 0.2518 2.3986 -0.14
N -0.4787 -1.1626 1.9706 -0.05
C -4.0528 -1.0729 -0.5046 -0.11
C -5.3268 -1.5909 -0.2989 0.01
H -7.2892 -1.7042 -1.1345 0.12
H -6.7671 -0.3681 -3.1226 0.11
H -4.4858 0.5487 -3.4856 0.12
H -3.4557 -3.5163 3.7460 0.12
H -2.7119 -4.5320 5.8992 0.12
H -0.4596 -4.1211 6.7664 0.12
H 1.1453 -2.6782 5.5156 0.12
H -1.1718 2.3090 -4.9418 0.12
H 0.4762 3.6482 -6.2513 0.12
H 2.7285 4.0579 -5.3849 0.12
H 3.4297 3.1469 -3.1714 0.12
H 5.3951 2.1798 0.2089 0.12
H 7.0780 1.8472 2.0048 0.12
H 6.5472 0.5281 4.0044 0.12
H 4.3101 -0.5150 4.2904 0.12
H -5.5550 -2.1763 0.5811 0.12
C 4.6726 -2.4930 0.6936 -0.08
C 4.4893 -3.6290 -0.3036 -0.26
C 3.0647 -4.1667 -0.3397 -0.26
S 1.8786 -2.8407 -0.6398 1.06
O 0.4916 -3.3030 -0.5281 -0.31
C 2.2249 -1.9598 -2.1888 -0.26
C 1.0032 -1.9578 -3.1028 -0.27
C 0.7452 -3.3036 -3.7655 -0.07
H 5.7177 -2.1953 0.7543 0.10
H 4.3431 -2.7783 1.6940 0.10
H 4.1090 -1.6009 0.3970 0.05
H 5.1144 -4.4833 -0.0355 0.13
H 4.8079 -3.3286 -1.3033 0.11
H 2.7409 -4.5690 0.6227 0.12
H 2.8850 -4.9087 -1.1220 0.12
H 3.0814 -2.4763 -2.6291 0.11
H 2.5338 -0.9623 -1.8663 0.08
H 1.2043 -1.1915 -3.8561 0.13
H 0.1267 -1.6203 -2.5464 0.09
H 1.6064 -3.6243 -4.3533 0.09
H -0.1065 -3.2319 -4.4394 0.09
H 0.5113 -4.0806 -3.0353 0.07
O -5.1720 3.8424 -2.4556 -0.03
C -4.9162 4.6809 -1.3524 -0.23
N -3.9773 3.9353 -0.5391 0.10
C -3.3043 4.5354 0.4670 -0.44
O -3.4151 5.7103 0.7470 0.11
C -2.3394 3.6660 1.2341 -0.07
C -1.9739 4.0358 2.5232 0.05
C -1.0674 3.2558 3.2207 0.00
C -0.5399 2.1329 2.6074 -0.09
N -0.8796 1.8000 1.3616 -0.02
C -1.7531 2.5456 0.6804 -0.05
H -5.9234 4.1926 -2.9446 0.10
H -5.8297 4.8964 -0.7893 0.14
H -4.4486 5.6249 -1.6384 0.14
H -4.0503 2.9321 -0.6059 0.14
H -2.4047 4.9329 2.9490 0.14
H -0.7648 3.5077 4.2269 0.13
H 0.1690 1.4883 3.1118 0.11
H -1.9598 2.2514 -0.3392 0.10
```

Computed properties:
Net charge ... +2
ΔE to the lowest compared entry with this formula, charge and spin ... 1.7 kJ/mol
Orbital gap (alpha / beta) ... 4.9 / 4.9 eV
Multiplicity ... 5

=====

# 5
ORCA calculation (wB97M-V/def2-TZVPD) on 2 unconnected molecules or ions with the total composition H2N4O.

```
7
Properties=species:S:1:pos:R:3:lowdin_charge:R:1
N 1.2985 0.5808 0.0662 -0.12
N 1.5026 1.6866 -0.1038 0.22
N -1.3775 0.0223 0.3758 0.10
N 0.9514 -0.5331 -0.3015 -0.16
O 1.1389 -1.6607 0.0860 0.01
H -1.6607 0.7475 -0.2795 -0.02
H -1.8532 -0.8435 0.1567 -0.02
```

Computed properties:
ΔE to the lowest compared entry with this formula, charge and spin ... 543.4 kJ/mol
Orbital gap (alpha / beta) ... 8.4 / 8.3 eV